Record 1
C9H16N2O3 | ωB97M-V/def2-TZVPD

HOMO energy, eV: -8.1
DFT total energy, eV: -18710.0368
Gap between HOMO and LUMO, eV: 8.506
Energy relative to the best compared isomer or geometry (same formula, charge and spin), eV: 7.176
LUMO energy, eV: 0.4004
Structure (SMILES): COC1=CN=NC(C)(C)[C@@](O)(OC)C1

Structure (XYZ):
```
30
C9H16N2O3, DFT ωB97M-V/def2-TZVPD
C 3.67 0.58 0.90
O 2.80 0.41 -0.17
C 1.40 0.69 -0.03
C 0.83 1.75 -0.70
N -0.46 2.24 -0.51
N -1.53 1.73 -0.19
C -1.82 0.37 0.07
C -2.83 -0.03 -1.00
C -2.28 0.34 1.52
C -0.49 -0.75 -0.03
O -0.92 -1.98 0.48
O -0.21 -0.82 -1.36
C 0.99 -1.55 -1.70
C 0.58 -0.21 0.86
H 3.40 -0.08 1.79
H 3.62 1.54 1.24
H 4.78 0.41 0.58
H 1.34 2.54 -1.15
H -3.65 0.76 -1.00
H -3.32 -0.97 -0.86
H -2.28 0.08 -1.84
H -3.42 0.42 1.52
H -1.96 1.31 1.99
H -1.89 -0.45 2.06
H -1.40 -2.27 -0.27
H 0.82 -2.02 -2.64
H 1.02 -2.24 -0.94
H 1.91 -0.94 -1.74
H 1.19 -1.00 1.26
H 0.11 0.14 1.85
```

Mulliken population analysis, charges in e, atoms 1 to 4:
1. C -0.775
2. O -0.319
3. C 0.151
4. C -0.447

---

Record 2
C27H38Cl28F17NO3P | ωB97M-V/def2-TZVPD

HOMO energy, eV: -4.2
DFT total energy, eV: -442363.5998
Gap between HOMO and LUMO, eV: 5.615
LUMO energy, eV: 1.4065
Total charge: -1

Structure (XYZ):
```
115
C27H38Cl28F17NO3P, DFT ωB97M-V/def2-TZVPD
C 5.07 0.09 1.56
P 4.59 1.86 1.39
O 4.31 2.43 2.98
C 2.90 1.88 0.63
N 2.68 3.22 0.06
C 1.69 3.96 0.88
C 0.35 3.47 0.34
C -0.88 3.90 1.14
F -1.94 4.01 0.30
F -0.64 5.14 1.69
C -1.18 2.93 2.31
F -1.15 1.67 1.84
F -0.14 3.04 3.18
C -2.50 3.18 3.11
F -3.24 4.19 2.60
F -2.19 3.52 4.37
C -3.43 1.94 3.22
F -4.38 2.25 4.14
F -2.77 0.87 3.72
C -4.20 1.58 1.90
F -5.30 2.37 1.88
F -3.50 1.88 0.80
C -4.71 0.12 1.82
F -5.76 0.12 0.95
F -5.20 -0.30 2.99
C -3.67 -0.91 1.25
F -2.42 -0.53 1.48
F -3.87 -2.07 1.92
C -3.79 -1.25 -0.26
F -2.68 -1.91 -0.59
F -4.82 -2.06 -0.52
F -3.87 -0.18 -1.04
C 2.91 0.74 -0.40
O 3.80 0.76 -1.28
O 2.03 -0.15 -0.23
H 4.24 -0.59 1.74
H 5.78 0.03 2.39
H 5.58 -0.18 0.64
H 5.01 2.04 3.51
H 2.12 1.63 1.35
H 3.56 3.73 0.05
H 1.86 3.73 1.93
H 1.83 5.02 0.68
H 0.36 2.40 0.18
H 0.21 3.93 -0.63
C -0.94 -4.47 -2.37
Cl -1.82 -4.15 -3.87
Cl 0.73 -4.99 -2.68
H -0.91 -3.56 -1.78
H -1.45 -5.25 -1.83
C -6.24 1.32 -3.50
Cl -5.44 2.83 -3.95
Cl -6.25 1.08 -1.75
H -7.26 1.35 -3.85
H -5.71 0.50 -3.96
C -8.26 -2.44 -2.15
Cl -8.07 -1.43 -3.59
Cl -9.80 -3.29 -2.10
H -7.46 -3.17 -2.14
H -8.18 -1.80 -1.28
C 2.99 4.56 6.20
Cl 1.98 5.28 4.94
Cl 4.32 3.61 5.53
H 3.42 5.36 6.79
H 2.38 3.92 6.82
C -1.04 -8.32 -2.84
Cl -0.91 -9.69 -1.74
Cl -2.71 -8.03 -3.35
H -0.67 -7.44 -2.34
H -0.45 -8.53 -3.72
C -11.70 -6.61 -0.85
Cl -12.27 -6.65 0.82
Cl -12.54 -5.39 -1.82
H -10.64 -6.37 -0.84
H -11.87 -7.58 -1.30
C 7.78 3.89 -0.58
Cl 7.61 2.49 0.47
Cl 6.25 4.71 -0.93
H 8.44 4.60 -0.11
H 8.20 3.56 -1.53
C -7.04 -6.19 0.06
Cl -6.20 -4.68 -0.27
Cl -8.49 -6.41 -0.94
H -6.36 -7.01 -0.14
H -7.33 -6.19 1.11
C -3.00 7.37 2.30
Cl -3.18 8.11 3.90
Cl -1.85 8.26 1.30
H -2.63 6.37 2.42
H -3.96 7.38 1.81
C 11.27 1.96 -1.75
Cl 10.77 2.05 -0.05
Cl 10.89 3.44 -2.64
H 12.35 1.80 -1.80
H 10.73 1.13 -2.20
C -4.66 -7.17 3.48
Cl -6.34 -6.70 3.17
Cl -3.54 -6.34 2.40
H -4.42 -6.92 4.50
H -4.57 -8.24 3.32
C 10.08 -1.92 -3.70
Cl 10.13 -1.19 -2.09
Cl 11.42 -1.38 -4.72
H 10.13 -2.99 -3.59
H 9.14 -1.63 -4.17
C -1.22 2.31 -3.64
Cl 0.30 2.91 -4.32
Cl -1.06 1.93 -1.92
H -1.97 3.07 -3.75
H -1.50 1.41 -4.17
C 15.50 0.52 -2.89
Cl 15.23 -0.86 -1.83
Cl 13.98 1.35 -3.29
H 16.15 1.23 -2.39
H 15.95 0.18 -3.81
```

Mulliken population analysis, charges in e, atoms 1 to 4:
1. C -1.256
2. P 0.501
3. O -0.472
4. C 0.620

---

Record 3
C2H6NO3 | ωB97M-V/def2-TZVPD

Expectation value of S²: 0.758
HOMO energy (alpha / beta), eV: -9.3 / -9.3
DFT total energy, eV: -9798.4940
Gap between HOMO and LUMO (alpha / beta), eV: 9.421 / 5.048
Energy relative to the best compared isomer or geometry (same formula, charge and spin), eV: 3.491
Spin multiplicity: 2
LUMO energy (alpha / beta), eV: 0.0992 / -4.2694

Structure (XYZ):
```
12
C2H6NO3, DFT ωB97M-V/def2-TZVPD
O -1.13 -0.80 -0.26
C 0.12 -0.65 -0.29
N 0.74 0.14 0.58
C 2.23 1.20 0.88
O 2.30 1.74 2.01
H 0.53 -0.78 -1.27
H 0.14 0.74 1.12
H 1.85 1.77 0.01
H 2.90 0.43 0.38
H -3.53 -1.32 -1.73
H -2.51 -1.09 -0.64
O -3.67 -1.38 -0.79
```

Mulliken population analysis, charges in e, atoms 1 to 4:
1. O -0.565
2. C 0.161
3. N -0.412
4. C -0.073

---

Record 4
C2H6F6NaO9S2 | ωB97M-V/def2-TZVPD

Expectation value of S²: 0.766
HOMO energy (alpha / beta), eV: -8.6 / -8.6
DFT total energy, eV: -62988.8619
Gap between HOMO and LUMO (alpha / beta), eV: 8.028 / 2.583
Spin multiplicity: 2
LUMO energy (alpha / beta), eV: -0.5742 / -6.0191

Structure (XYZ):
```
26
C2H6F6NaO9S2, DFT ωB97M-V/def2-TZVPD
Na 21.91 6.75 9.17
C 19.97 2.68 9.28
F 19.46 3.66 10.08
F 21.04 2.17 9.86
F 18.94 1.82 9.00
S 20.47 3.62 7.60
O 21.46 4.62 8.07
O 21.02 2.57 6.74
O 19.37 4.40 7.00
C 26.50 6.97 8.13
F 27.71 7.41 7.61
F 26.18 5.83 7.55
F 26.55 6.81 9.49
S 25.06 8.28 7.63
O 23.80 7.79 8.27
O 25.47 9.62 8.02
O 24.83 8.17 6.21
O 20.59 6.65 11.35
H 20.68 6.06 12.09
H 19.68 6.93 11.37
O 19.59 7.20 8.57
H 19.02 7.61 7.92
H 19.06 6.51 8.95
O 23.39 5.45 10.38
H 24.28 5.68 10.64
H 23.03 5.00 11.15
```

Mulliken population analysis, charges in e, atoms 1 to 4:
1. Na 0.921
2. C 0.585
3. F -0.243
4. F -0.195

---

Record 5
C16H21CeClNZn | ωB97M-V/def2-TZVPD

Expectation value of S²: 0.822
HOMO energy (alpha / beta), eV: 0.6 / 0.0
DFT total energy, eV: -92287.5359
Gap between HOMO and LUMO (alpha / beta), eV: 3.638 / 4.188
Spin multiplicity: 2
LUMO energy (alpha / beta), eV: 4.2424 / 4.1438
Total charge: -2

Structure (XYZ):
```
41
C16H21CeClNZn, DFT ωB97M-V/def2-TZVPD
Ce 0.73 -1.57 -3.82
Cl 2.14 -3.59 -3.36
C 1.73 0.56 -4.10
C -1.05 -1.39 -5.35
H 1.51 0.93 -5.12
H 1.53 1.37 -3.36
H 2.80 0.27 -4.05
H -0.83 -0.64 -6.12
H -2.06 -1.19 -4.92
H -1.04 -2.40 -5.81
Zn -1.48 -0.16 -0.64
C -2.42 -1.65 0.38
C -2.01 1.38 -1.79
H -3.50 -1.55 0.19
H -2.07 -2.62 0.05
H -2.25 -1.56 1.48
H -2.58 0.99 -2.68
H -1.08 1.79 -2.32
C -0.45 4.11 2.66
C -1.23 3.70 1.57
C -1.06 2.44 1.01
C -0.09 1.54 1.55
C 0.76 2.03 2.57
C 0.55 3.25 3.15
N 0.01 0.27 1.01
C 0.65 -0.77 1.67
C 1.40 -1.73 0.93
C 1.97 -2.83 1.55
C 1.85 -3.00 2.94
C 1.11 -2.08 3.69
C 0.54 -0.97 3.07
H -0.60 5.09 3.13
H -1.97 4.39 1.17
H -1.61 2.13 0.11
H 1.58 1.36 2.93
H 1.19 3.57 3.99
H 1.50 -1.57 -0.16
H 2.55 -3.55 0.95
H 2.30 -3.88 3.42
H 1.00 -2.22 4.78
H -0.04 -0.25 3.67
```

Mulliken population analysis, charges in e, atoms 1 to 4:
1. Ce 0.800
2. Cl -0.570
3. C -1.226
4. C -1.156

---

Record 6
C15H23FN2O9PS | ωB97M-V/def2-TZVPD

HOMO energy, eV: -12.0
DFT total energy, eV: -60154.5557
Gap between HOMO and LUMO, eV: 5.602
Energy relative to the best compared isomer or geometry (same formula, charge and spin), eV: 15.361
LUMO energy, eV: -6.3644
Total charge: +1

Structure (XYZ):
```
52
C15H23FN2O9PS, DFT ωB97M-V/def2-TZVPD
N 2.63 -2.00 -2.36
C 2.32 -0.95 -1.62
O 1.51 0.23 -1.17
C 0.33 -0.33 -0.44
N 0.37 -0.45 1.07
C -0.82 -1.01 1.88
P -0.58 -1.01 3.80
O -0.06 -2.39 4.38
O 0.65 0.23 4.14
O -2.05 -0.43 4.58
C -2.21 -1.58 1.14
C -3.47 -2.23 2.03
C -4.91 -1.49 1.75
O -5.57 -0.94 2.94
C -6.07 0.39 2.48
O -5.76 1.51 3.14
C -2.32 -1.49 -0.53
S -3.81 -2.07 -1.52
C -1.01 -0.83 -1.30
C -0.91 -0.60 -2.94
C -0.99 1.05 -3.16
O -2.05 1.71 -2.62
F 0.06 1.84 -3.89
H 1.24 -0.09 1.56
H 0.34 1.12 3.77
H -2.38 0.28 3.94
H -3.57 -3.35 1.64
H -3.19 -2.32 3.17
H -5.67 -2.28 1.28
H -4.79 -0.61 0.95
H -6.71 0.37 1.48
H -3.52 -3.22 -2.28
H -1.80 -1.10 -3.51
H 0.13 -0.98 -3.36
C 5.48 -2.43 1.33
C 4.29 -1.61 0.88
O 3.59 -1.10 2.01
H 5.16 -3.26 1.97
H 6.02 -2.83 0.47
H 6.17 -1.81 1.92
H 3.59 -2.24 0.31
H 4.60 -0.77 0.25
H 4.21 -0.54 2.51
C 2.97 3.93 -3.49
C 2.32 5.30 -3.42
O 1.26 5.38 -4.37
H 3.36 3.74 -4.50
H 3.79 3.86 -2.78
H 2.24 3.14 -3.28
H 3.04 6.08 -3.66
H 1.91 5.49 -2.42
H 0.62 4.68 -4.14
```

Mulliken population analysis, charges in e, atoms 1 to 4:
1. N -0.367
2. C 0.363
3. O -0.199
4. C 0.115

---

Record 7
C27H52Cl2CoN3O4Si | ωB97M-V/def2-TZVPD

Expectation value of S²: 3.760
HOMO energy (alpha / beta), eV: -1.3 / -1.3
DFT total energy, eV: -112052.1076
Gap between HOMO and LUMO (alpha / beta), eV: 3.442 / 3.439
Energy relative to the best compared isomer or geometry (same formula, charge and spin), eV: 0.000
Spin multiplicity: 4
LUMO energy (alpha / beta), eV: 2.1277 / 2.1253
Total charge: -1

Structure (XYZ):
```
90
C27H52Cl2CoN3O4Si, DFT ωB97M-V/def2-TZVPD
C 1.58 -4.24 -2.94
C 0.62 -3.08 -2.83
H 1.01 -5.18 -2.90
H 2.33 -4.25 -2.14
H 2.09 -4.23 -3.92
C -0.52 -3.05 -3.63
C -0.67 -3.92 -4.80
H -1.28 -2.30 -3.47
H -0.73 -4.98 -4.52
H 0.15 -3.81 -5.53
H -1.60 -3.65 -5.31
Co 0.31 2.13 1.27
Cl 1.97 -1.79 0.78
C -0.24 4.38 -0.06
O -0.32 3.96 1.15
N -1.31 4.64 -0.81
C -2.66 4.54 -0.29
C -1.14 5.24 -2.12
H 0.75 4.57 -0.52
H -2.80 3.62 0.30
H -3.32 4.53 -1.16
H -2.91 5.40 0.34
H -0.14 5.01 -2.48
H -1.25 6.33 -2.05
H -1.90 4.82 -2.79
H -1.56 2.97 5.34
H 0.66 1.89 6.99
C -1.68 1.88 5.26
C 0.23 0.96 6.57
N -0.39 1.20 5.27
H -2.23 1.65 4.34
C 0.31 1.10 4.14
O -0.11 1.65 3.08
H 1.03 0.21 6.46
H 1.24 0.52 4.19
H -2.22 1.54 6.15
H -0.55 0.60 7.25
H -1.94 -2.72 -0.36
H -3.33 -1.52 -2.64
C -3.03 -2.62 -0.25
C -3.97 -1.03 -1.90
N -3.45 -1.27 -0.57
H -3.29 -2.87 0.79
C -3.50 -0.32 0.40
O -3.06 -0.45 1.54
H -3.98 0.05 -2.09
H -3.98 0.62 0.05
H -3.52 -3.31 -0.94
H -4.99 -1.42 -2.01
O 0.47 -2.55 -1.38
C 1.26 -1.78 -2.26
C -0.55 -0.12 -2.80
C 0.80 -0.46 -2.72
H -1.29 -0.77 -2.34
C -0.98 1.03 -3.48
H 2.33 -1.87 -2.05
C 1.74 0.45 -3.24
H -2.05 1.22 -3.60
C -0.04 1.96 -3.95
C 1.32 1.66 -3.80
H 2.79 0.19 -3.19
H -0.37 2.89 -4.44
H 2.07 2.37 -4.16
Si 0.81 -3.49 1.10
Cl -0.93 1.28 -0.17
C -0.77 -3.05 1.99
C 1.76 -4.31 2.57
C 0.89 -4.93 -0.07
H -1.16 -2.06 1.74
H -0.57 -3.05 3.07
H -1.56 -3.79 1.82
H 0.08 -4.94 -0.82
H 0.93 -5.91 0.41
H 1.85 -4.81 -0.58
H 1.41 -3.93 3.53
H 2.83 -4.13 2.49
H 1.63 -5.40 2.59
C 4.63 2.19 1.04
C 3.23 2.36 1.64
C 3.00 3.80 2.08
C 2.21 1.92 0.61
H 4.70 2.71 0.07
H 4.84 1.13 0.85
H 5.42 2.58 1.69
H 3.14 1.71 2.52
H 3.07 4.48 1.22
H 1.99 3.93 2.51
H 3.74 4.11 2.83
H 2.30 2.49 -0.32
H 2.33 0.85 0.40
```

Mulliken population analysis, charges in e, atoms 1 to 4:
1. C -1.920
2. C 1.721
3. H 0.341
4. H 0.429

---

Record 8
C6H10 | ωB97M-V/def2-TZVPD

HOMO energy, eV: -8.3
DFT total energy, eV: -6379.2613
Gap between HOMO and LUMO, eV: 8.710
Energy relative to the best compared isomer or geometry (same formula, charge and spin), eV: 4.598
LUMO energy, eV: 0.4409

Structure (XYZ):
```
16
C6H10, DFT ωB97M-V/def2-TZVPD
C 1.98 -0.13 0.25
C 0.65 0.21 -0.37
C -0.10 1.47 -0.08
C -0.64 0.18 0.48
C -1.88 -0.52 -0.11
C -1.10 -1.44 -1.00
H 2.07 0.27 1.27
H 2.80 0.27 -0.36
H 2.11 -1.22 0.31
H 0.34 2.16 0.63
H -0.65 1.93 -0.90
H -0.49 0.03 1.54
H -2.43 -1.02 0.70
H -2.53 0.17 -0.65
H 0.53 -0.16 -1.38
H -0.65 -2.20 -0.33
```

Mulliken population analysis, charges in e, atoms 1 to 4:
1. C -1.310
2. C 0.030
3. C -0.828
4. C -0.044

---

Record 9
C46H67GaP2Si | ωB97M-V/def2-TZVPD

HOMO energy, eV: -13.5
DFT total energy, eV: -127610.0898
Gap between HOMO and LUMO, eV: 6.754
LUMO energy, eV: -6.7292
Total charge: +2

Structure (XYZ):
```
117
C46H67GaP2Si, DFT ωB97M-V/def2-TZVPD
Ga 0.47 0.86 -1.81
C -0.59 -1.66 -3.26
Si 0.05 -2.16 -1.60
C 1.68 -2.93 -1.59
C 2.10 -3.82 -2.59
C 3.27 -4.55 -2.39
C 4.00 -4.37 -1.22
C 3.60 -3.47 -0.24
C 2.44 -2.73 -0.44
P 1.68 -1.44 0.60
C 1.74 -2.21 2.27
C 0.78 -3.41 2.27
C 0.83 -4.15 3.61
C 0.52 -3.21 4.77
C 1.48 -2.02 4.76
C 1.43 -1.27 3.44
C 2.85 -0.01 0.54
C 2.13 1.25 1.05
C 3.03 2.48 1.00
C 4.32 2.23 1.78
C 5.06 1.03 1.21
C 4.19 -0.23 1.25
C -1.26 -2.59 -0.41
C -1.49 -3.97 -0.33
C -2.53 -4.46 0.46
C -3.33 -3.56 1.15
C -3.11 -2.19 1.05
C -2.07 -1.69 0.28
P -1.78 0.10 0.01
C -3.39 0.72 -0.66
C -3.13 1.91 -1.59
C -4.39 2.31 -2.36
C -5.53 2.62 -1.40
C -5.79 1.44 -0.47
C -4.53 1.05 0.31
C -1.38 0.85 1.64
C -1.24 2.37 1.45
C -0.67 3.03 2.70
C -1.54 2.72 3.92
C -1.68 1.22 4.11
C -2.25 0.53 2.86
H -0.98 -2.57 -3.73
H 0.18 -1.24 -3.91
H -1.43 -0.97 -3.17
H 1.53 -3.96 -3.49
H 3.60 -5.25 -3.14
H 4.91 -4.94 -1.06
H 4.19 -3.35 0.66
H 2.77 -2.58 2.40
H 1.02 -4.10 1.45
H -0.24 -3.04 2.10
H 1.82 -4.59 3.75
H 0.12 -4.98 3.59
H 0.58 -3.74 5.71
H -0.51 -2.85 4.67
H 2.50 -2.38 4.94
H 1.25 -1.34 5.58
H 2.14 -0.44 3.46
H 0.43 -0.85 3.30
H 3.04 0.12 -0.53
H 1.77 1.10 2.07
H 1.22 1.44 0.45
H 2.49 3.35 1.40
H 3.28 2.71 -0.04
H 4.08 2.05 2.83
H 4.95 3.12 1.75
H 5.98 0.85 1.76
H 5.34 1.23 0.17
H 4.02 -0.51 2.29
H 4.73 -1.05 0.78
H -0.85 -4.67 -0.86
H -2.70 -5.52 0.53
H -4.15 -3.93 1.76
H -3.77 -1.52 1.59
H -3.72 -0.12 -1.29
H -2.33 1.66 -2.30
H -2.78 2.76 -1.00
H -4.68 1.49 -3.02
H -4.18 3.17 -2.99
H -6.44 2.86 -1.96
H -5.28 3.50 -0.81
H -6.13 0.58 -1.05
H -6.59 1.68 0.24
H -4.75 0.21 0.97
H -4.23 1.89 0.94
H -0.38 0.45 1.83
H -2.22 2.80 1.23
H -0.60 2.59 0.58
H -0.60 4.11 2.55
H 0.35 2.67 2.88
H -2.53 3.16 3.77
H -1.12 3.18 4.81
H -2.31 0.99 4.97
H -0.69 0.79 4.33
H -3.27 0.88 2.70
H -2.29 -0.55 3.03
C -0.15 4.41 -2.41
C 0.35 3.28 -3.26
C 1.71 2.94 -3.27
C 2.20 1.91 -4.06
C 3.67 1.59 -4.10
C 1.30 1.16 -4.82
C -0.06 1.47 -4.84
C -1.01 0.73 -5.73
C -0.52 2.54 -4.06
H -0.19 4.13 -1.35
H -1.14 4.73 -2.71
H 0.52 5.27 -2.47
H 2.40 3.53 -2.68
H 3.86 0.53 -3.91
H 4.23 2.18 -3.37
H 4.08 1.82 -5.09
H 1.67 0.36 -5.45
H -1.83 0.28 -5.16
H -0.51 -0.06 -6.29
H -1.47 1.41 -6.45
H -1.57 2.81 -4.10
```

Mulliken population analysis, charges in e, atoms 1 to 4:
1. Ga 2.199
2. C -1.055
3. Si -0.044
4. C 1.093

---

| no. | F_max (eV Å⁻¹) |
| --- | --- |
| 1 | 4.350 |
| 2 | 1.341 |
| 3 | 5.169 |
| 4 | 3.682 |
| 5 | 3.241 |
| 6 | 11.933 |
| 7 | 3.533 |
| 8 | 0.466 |
| 9 | 1.090 |